Here is a cluster of 13 separate species, C42H58O36 in total at a distorted geometry from OMol25. Energies are from ωB97M-V/def2-TZVPD.

```
! RIJCOSX wB97M-V def2-TZVPD def2/J DEFGRID3
* xyz 0 1
H -3.661 3.702 4.791
C 4.038 -1.122 2.550
H -5.428 -3.042 3.854
H 7.097 3.000 -0.666
C -3.433 4.454 -0.753
H -0.185 -2.863 0.042
H 2.094 -4.103 6.605
C 1.116 0.746 -4.746
C -3.946 5.138 -2.824
H 5.994 -1.169 3.612
C 5.568 -0.813 2.663
H -1.552 3.612 5.951
H 0.360 3.594 2.946
O 5.298 2.378 -2.879
C -2.899 3.067 4.296
C 0.465 -3.315 -5.058
C -3.409 -3.102 4.765
O -2.439 -2.768 3.753
H 1.448 0.723 2.023
C 0.136 -2.495 -2.992
H -3.427 -4.213 4.818
O 6.291 4.199 -2.108
O -4.189 -1.536 3.198
H 4.214 2.515 -1.088
H -2.694 3.514 3.282
C 1.406 3.777 3.096
O -2.323 -1.373 1.981
H 2.472 -4.287 4.871
C 5.850 3.571 -3.178
O 3.355 2.669 3.451
C 6.124 -1.662 1.582
C 0.125 -4.957 -0.133
O -4.343 5.286 -1.512
H -5.286 1.976 -5.864
O -2.170 2.722 1.456
H 0.211 -4.206 -5.621
C 5.198 2.247 -1.402
H -0.775 2.882 4.529
O 1.838 -4.782 2.858
H 7.069 -1.404 1.096
H 0.407 -0.459 -0.329
C -4.006 -1.790 -2.263
O -0.395 -1.937 -2.063
H 1.045 2.180 -6.288
C 1.730 -3.494 -4.280
O -3.029 -0.204 5.213
O 1.282 -5.289 0.737
C -3.463 -2.914 -1.454
O -1.806 1.567 5.681
C 2.147 -0.413 -6.373
C 6.106 3.367 -0.914
O 0.433 -1.841 5.611
O -2.400 -4.919 -2.270
O 5.150 -1.656 0.538
H -3.282 4.846 0.261
H -3.886 -1.775 -4.406
H -0.183 -3.811 5.938
C -1.658 2.910 5.154
C -0.518 -3.789 0.546
C 2.089 2.875 4.123
H -2.641 -2.678 -0.771
C 1.793 1.735 -5.705
H 2.381 2.388 -5.093
O 2.142 3.572 1.885
O 2.583 -2.335 5.541
H -1.581 3.602 -1.683
O -3.352 -3.516 -3.661
O -4.637 5.230 -3.777
O 1.809 -0.173 5.537
H -3.847 3.426 -0.713
O 5.946 3.939 -4.276
C -4.669 2.734 -5.359
C 1.611 -1.353 5.550
O 3.986 2.550 1.252
H 0.061 -0.483 1.987
C 1.117 -4.670 1.894
H 5.819 0.246 2.508
H -1.460 1.472 -0.951
C 3.953 -1.239 1.064
H 1.909 -4.489 -3.872
H -4.893 -1.335 -1.858
H 5.491 1.279 -1.006
O -3.417 1.729 4.224
H 6.157 -2.697 1.827
H -3.323 -0.977 -2.351
H -3.088 -2.698 5.709
H -5.336 3.633 -5.092
H -1.525 5.330 -1.229
C -3.396 2.992 -6.169
O -2.635 4.855 -2.871
H 0.088 0.992 -4.530
O 2.628 0.871 -6.511
H -4.198 -3.381 -0.788
H 5.732 4.009 -0.128
H -5.032 -1.751 4.915
O 3.042 -0.853 0.385
H 0.531 -2.445 -5.722
O 1.083 -0.448 -5.597
C -1.398 1.766 1.230
C 0.523 -3.282 5.290
C -4.219 -2.404 -3.567
H 3.377 -0.308 2.811
H -3.553 2.960 -7.255
O -2.518 1.898 -5.697
C -1.216 0.967 -0.029
H -1.569 -3.868 0.616
C -2.193 4.507 -1.584
O -0.511 1.445 2.183
C -2.977 -3.855 -2.475
C -2.929 1.619 -4.430
O 2.658 -1.319 -6.919
C 0.242 0.527 0.128
C 1.945 -3.656 5.588
H 1.569 4.802 3.443
O 0.020 -3.898 1.922
H -1.899 0.097 -0.006
H 0.420 -4.652 -1.137
C -4.620 -2.420 4.192
H 1.614 1.919 4.280
H -0.465 -5.871 -0.140
H -5.275 -2.688 -3.771
O -0.539 -3.110 -4.015
C -2.734 0.936 5.054
C 3.265 2.906 2.134
O 1.472 -2.681 -3.113
H 0.933 1.326 -0.270
H 1.589 0.556 -3.807
H 0.351 -3.413 4.253
C 0.417 0.474 1.669
O -4.213 2.073 -4.166
H 3.622 -1.958 3.091
H 2.536 -3.097 -4.891
C -2.972 -1.834 2.891
H 2.181 3.432 5.068
O -2.317 1.086 -3.624
H -2.823 3.943 -5.919
*
```

As for the LUMO energy: -2.551 eV. The calculation puts the HOMO energy at -0.3674 hartree.

Atom charges from the Löwdin analysis, given in e for atoms 1 to 5:
1 H 0.134
2 C -0.041
3 H 0.130
4 H 0.126
5 C -0.123

=====

Here is a structure of composition C42H59Cl2EuN2O7P3S2Se at a distorted geometry from OMol25. Energies are from ωB97M-V/def2-TZVPD.

```
! RIJCOSX wB97M-V def2-TZVPD def2/J DEFGRID3
* xyz 1 7
C 2.094 1.955 3.476
H 0.742 -5.329 5.852
H -0.516 -3.076 -5.542
H 5.868 -0.539 -0.154
H -0.535 -1.524 -6.391
H -3.443 -0.779 -6.214
H 1.857 -1.962 -6.011
Se 3.108 -3.239 -1.335
H -1.761 -2.749 -6.755
H -3.255 3.712 -0.317
C 2.748 5.608 -1.693
H 1.523 0.425 -6.999
H 3.203 0.674 -6.490
C 0.877 -2.046 5.052
O 0.484 0.006 -4.705
H 3.041 3.738 6.175
C 3.691 -1.068 2.384
C -3.673 2.790 -0.738
O -1.428 -0.300 -0.557
H -5.252 1.402 -0.252
H 7.296 -1.917 1.299
O -2.603 1.837 -0.605
O -0.695 0.322 1.943
H -1.529 -1.937 1.191
C -3.039 -2.646 2.581
H 3.397 1.236 0.788
N 3.375 0.293 0.384
N 1.025 -2.261 0.422
H -5.481 -1.443 -2.987
C 1.863 -2.641 -0.324
H -4.890 3.746 -2.215
H -3.310 2.025 4.572
O 0.609 -0.849 -2.242
P 1.938 -0.692 2.774
S -1.123 -0.557 3.080
H -0.898 -2.852 2.573
H -4.427 2.090 -2.629
H -3.425 -0.088 -4.586
C -2.737 0.185 3.596
H 3.315 1.464 7.080
H -3.807 -1.914 2.353
C 4.514 -1.826 3.210
H -2.333 -2.385 -1.318
H 1.934 7.067 -0.356
O -3.444 -0.126 -2.105
C 2.708 0.495 5.276
C 2.250 0.664 3.974
C -4.081 3.019 -2.182
C -2.057 -1.727 -4.883
H 2.859 -0.492 5.681
C 2.818 2.881 5.558
C 4.198 -0.572 1.181
H -6.052 -0.293 -1.779
C -2.804 -0.498 -5.379
H 3.792 0.379 -0.551
S 1.954 1.661 -1.919
H -3.231 -3.526 1.974
C 1.124 3.796 -0.399
C 2.319 -1.535 -5.123
Cl 0.094 2.630 0.408
H 0.449 5.433 0.788
H 2.429 0.340 -4.080
C 1.925 6.032 -0.660
C 1.850 -3.394 3.317
H -4.133 -0.866 -0.308
H 1.818 -5.504 3.640
H -1.820 1.467 -3.740
C 2.756 4.281 -2.073
C 1.949 3.326 -1.430
C -1.202 1.137 -2.911
C 1.912 -0.081 -4.948
H 3.390 6.305 -2.208
H -0.515 1.939 -2.627
C 1.105 5.123 -0.010
H 1.742 2.083 2.457
C -4.120 -1.170 -1.362
H 4.129 -2.193 4.151
C 0.605 -3.193 5.782
Cl 3.782 3.765 -3.350
C 6.291 -1.673 1.609
H -2.096 0.256 -5.720
C 2.383 3.060 4.255
C 1.559 -4.536 4.041
H -3.246 3.408 -2.759
C -1.156 -2.307 -5.966
H -4.515 2.189 1.148
H -1.895 2.163 3.517
H 3.399 -1.609 -5.217
C 0.949 -4.437 5.281
H 0.582 -1.085 5.448
C -5.532 -1.237 -1.921
H 1.944 1.808 -5.989
C 1.533 -2.135 3.826
C -2.407 1.524 4.233
H 2.262 4.055 3.853
Eu 0.680 -0.077 -0.013
H -3.379 0.301 2.725
H -3.193 -0.494 4.312
O -1.317 -1.472 -3.672
H 2.012 -2.104 -4.247
C -1.653 -2.129 2.260
H -5.626 3.088 0.114
H 0.135 -3.112 6.749
H -1.750 1.378 5.087
H 6.436 -2.714 3.477
H -3.807 -3.201 -0.758
H -3.135 -2.937 3.622
P -0.232 -0.370 -3.359
H -3.541 -2.922 -2.478
P -2.171 0.586 -1.478
C -4.843 2.336 0.123
C 2.976 1.601 6.064
C 5.809 -2.121 2.828
H -6.093 -2.027 -1.430
C -3.400 -2.504 -1.486
C 2.164 0.764 -6.188
H 2.324 -3.468 2.349
C 5.490 -0.895 0.792
H -2.780 -2.489 -4.564
*
```

As for the LUMO energy (alpha / beta): -2.956 / -1.676 eV. The calculation puts the HOMO energy (alpha / beta) at -0.3602 / -0.3608 hartree.

Atom charges from the Löwdin analysis, given in e for atoms 1 to 5:
1 C -0.117
2 H 0.106
3 H 0.092
4 H 0.115
5 H 0.070

=====

In order of appearance, E_tot = -118205.174; -221085.166 eV.